C25H32F4N6Ni as an isolated structure, computed with wB97M-V/def2-TZVPD.

Properties
E_LUMO (alpha / beta): 0.1 / 0.1 eV
HOMO (alpha / beta): -7.170 / -7.160 eV

```
! RIJCOSX wB97M-V def2-TZVPD def2/J DEFGRID3
* xyz 0 1
Ni 0.23 0.64 -0.33
F -0.11 5.38 0.63
F -2.13 1.36 -1.03
F -2.45 6.54 0.52
F -4.49 2.59 -1.01
N -4.19 -1.03 2.37
N 2.14 0.88 -0.96
N -2.69 0.34 3.49
N -1.08 0.44 1.25
N 0.17 2.56 -0.17
N 0.91 -3.59 1.90
C -2.20 -0.25 1.24
C -2.19 2.65 -0.58
C -3.54 4.60 -0.23
C 2.54 2.17 -0.31
C -0.03 -2.36 -0.17
C -1.55 1.01 3.48
C -2.38 5.25 0.15
C -0.97 3.28 -0.16
C 1.45 3.24 -0.28
C -0.87 -2.44 -2.82
C 0.48 -2.36 1.27
C -0.90 -3.60 -2.06
C 2.27 0.93 -2.44
C 3.24 -1.44 -1.17
C -0.08 -4.43 2.54
C -0.48 -3.55 -0.74
C -1.14 4.63 0.19
C -3.03 -0.29 2.37
C -0.74 1.09 2.37
C 1.43 1.99 -3.14
C -0.01 -1.17 -0.91
C 3.11 -0.12 -0.43
C -3.40 3.28 -0.60
C 1.96 -4.32 1.25
C -0.43 -1.26 -2.24
H -0.29 -1.93 1.92
H -0.44 -0.36 -2.86
H 1.66 -4.88 0.35
H 2.79 1.91 0.72
H -1.18 -2.46 -3.86
H 3.90 -2.08 -0.58
H -0.60 -5.13 1.87
H 2.39 -5.04 1.96
H -2.45 -0.78 0.33
H 1.86 2.98 -3.04
H -1.27 1.53 4.40
H 1.49 3.86 -1.18
H 0.40 -5.02 3.32
H -0.84 -3.81 3.02
H 3.71 -1.31 -2.15
H 1.96 -0.05 -2.80
H -4.82 -0.82 3.13
H 2.29 -1.96 -1.30
H -4.50 5.11 -0.24
H 3.46 2.55 -0.78
H 1.32 -1.66 1.33
H 0.18 1.67 2.34
H -0.49 -4.45 -0.15
H 2.76 -3.63 0.95
H 2.84 -0.29 0.61
H 3.33 1.07 -2.69
H 0.41 2.02 -2.74
H -1.24 -4.54 -2.49
H 1.67 3.91 0.55
H 4.10 0.35 -0.43
H 1.38 1.76 -4.20
H -4.63 -1.19 1.49
*
```



C30H84KN2O26P as an isolated structure, computed with wB97M-V/def2-TZVPD.

Properties
E_LUMO: 3.0 eV
HOMO: -2.263 eV
Energy above the lowest of the compared OMol25 structures with the same formula, charge and spin: 0.0000 eV

```
! RIJCOSX wB97M-V def2-TZVPD def2/J DEFGRID3
* xyz -2 1
K -0.39 1.20 0.23
P -3.63 2.03 -0.07
O 1.85 1.87 -1.23
O 2.42 0.58 -3.57
O -3.72 0.61 0.49
O 5.79 6.10 2.66
O -0.52 0.93 -4.70
O -5.14 -1.30 -0.23
O -3.29 -5.95 1.63
O 8.43 -0.16 -0.49
O -2.17 3.18 -3.45
O 0.93 -1.59 0.05
O -2.39 5.37 1.56
O -0.95 4.23 -0.95
O 2.11 5.66 2.64
O -3.11 2.92 1.14
O 3.07 0.25 3.43
O -4.10 0.29 3.05
O -2.23 -7.89 -1.41
O -1.92 0.10 -2.79
O -1.06 2.95 2.66
O -4.59 -1.34 -2.73
O 1.46 4.38 0.17
O -2.66 2.05 -1.24
O 4.52 -2.11 -0.72
O -7.02 1.03 0.58
O -2.04 -0.72 1.49
O -5.05 2.45 -0.48
N 5.93 -0.26 1.30
N -2.44 -5.05 -0.72
C -4.00 -6.61 2.66
C -7.20 -0.01 -0.33
C -3.36 -5.66 -1.68
C -1.39 -8.91 -1.97
C 5.23 -0.26 2.57
C 4.00 0.66 2.46
C -1.27 4.28 -3.41
C 3.44 5.46 3.03
C -3.87 -4.67 1.28
C -6.52 -1.28 0.16
C 7.89 -1.29 0.18
C 2.38 4.16 -0.90
C -1.06 4.20 3.32
C 2.93 2.72 -0.96
C -1.30 5.04 -2.09
C 1.42 -0.40 -3.73
C -2.21 -1.10 -2.16
C 1.91 1.12 3.44
C 2.25 -1.90 0.30
C 9.12 -0.41 -1.73
C -2.76 -6.99 -2.39
C -3.18 -0.65 3.56
C 7.29 -0.88 1.52
C 4.51 6.24 2.18
C -1.91 -0.36 2.88
C -3.35 -1.89 -2.82
C -1.17 5.31 2.27
C 3.16 -1.82 -0.97
C 0.39 -0.16 -4.90
C -3.09 -4.01 0.07
H 0.89 0.02 -5.85
H -4.31 -5.78 -1.16
H -1.79 4.15 4.13
H -3.58 -4.97 -2.49
H 4.43 6.06 1.11
H -1.95 -6.65 -3.03
H 3.23 4.81 -0.70
H -4.70 -0.49 0.01
H -0.36 5.21 1.55
H -3.72 -4.03 2.15
H 8.66 -1.19 -2.34
H 3.54 5.81 4.06
H 8.69 -1.98 0.43
H -8.29 -0.08 -0.39
H -2.39 -3.24 0.40
H 1.95 1.50 -2.11
H 1.83 -1.40 -3.82
H -6.28 1.55 0.26
H -0.62 5.89 -2.16
H -1.20 -9.65 -1.19
H 4.85 -1.44 -0.11
H -6.39 -1.30 1.24
H 9.30 0.48 -2.32
H 5.94 0.64 0.84
H 6.46 6.55 2.15
H -2.71 -0.19 1.04
H -2.20 5.64 -1.94
H -1.68 3.63 -0.75
H -3.48 -1.69 3.43
H 10.14 -0.73 -1.53
H -1.29 -1.68 -2.16
H -5.06 -6.75 2.48
H -1.89 -9.49 -2.75
H 5.81 0.03 3.45
H 3.66 4.39 3.01
H -2.60 4.45 1.39
H 0.79 -0.39 -2.85
H 0.59 4.29 -0.23
H 3.19 0.13 -3.90
H -3.69 -6.25 3.65
H -3.32 -2.90 -2.42
H -1.03 6.31 2.69
H -1.88 2.89 2.16
H -2.40 -0.99 -1.09
H 1.98 4.55 -1.83
H 3.34 2.44 0.01
H -0.54 -8.51 -2.51
H -0.06 4.22 3.76
H 2.19 2.17 3.34
H 2.24 -2.87 0.79
H -3.81 0.40 2.15
H 7.20 -1.77 2.13
H -2.27 0.81 -2.25
H -7.07 -2.16 -0.17
H 0.38 -2.15 -0.50
H 4.23 7.29 2.30
H -3.04 -0.47 4.63
H -2.34 2.88 -2.55
H 1.37 0.93 4.37
H -3.42 -7.47 -3.12
H -0.30 3.78 -3.51
H -1.04 0.78 -3.91
H -1.11 -1.03 3.21
H -4.92 -4.83 1.02
H -1.55 0.66 2.99
H 1.20 0.95 2.63
H -3.21 -1.92 -3.90
H 2.67 -1.36 1.14
H 1.89 5.10 1.89
H -3.52 -7.59 2.67
H 3.68 2.55 -1.74
H 7.12 -1.79 -0.41
H -3.83 -3.48 -0.54
H -2.32 -5.75 0.00
H -6.88 0.32 -1.32
H 4.34 1.67 2.68
H 3.60 0.76 1.46
H 2.85 -2.36 -1.86
H -4.83 -1.33 -1.80
H 3.04 -0.77 -1.24
H -1.44 4.95 -4.25
H 4.88 -1.27 2.77
H -0.21 -1.06 -5.05
H 7.99 -0.21 2.02
*
```



C6H8FN in the gas phase, computed with wB97M-V/def2-TZVPD.

Properties
E_LUMO: 0.9 eV
HOMO: -8.203 eV
Energy above the lowest of the compared OMol25 structures with the same formula, charge and spin: 0.9890 eV
Structure (SMILES): C=C1C=C(F)C[C@@H]1N

```
! RIJCOSX wB97M-V def2-TZVPD def2/J DEFGRID3
* xyz 0 1
F 3.19 0.08 -0.13
N -1.46 -1.41 -0.29
C -1.32 1.68 -0.04
C -0.37 -0.70 0.41
C 1.07 1.17 0.01
C 1.08 -1.23 0.06
C 1.88 0.04 0.02
C -0.31 0.77 0.10
H 1.10 -1.68 -0.96
H -1.53 -1.08 -1.25
H 1.53 -1.98 0.74
H -1.08 2.73 -0.18
H 1.45 2.19 -0.13
H -0.53 -0.85 1.49
H -2.39 1.42 -0.01
H -2.32 -1.15 0.15
*
```



C29H36F6N3O3PPt as an isolated structure, computed with wB97M-V/def2-TZVPD.

Properties
E_LUMO (alpha / beta): -5.1 / -8.5 eV
HOMO (alpha / beta): -13.239 / -13.979 eV

```
! RIJCOSX wB97M-V def2-TZVPD def2/J DEFGRID3
* xyz 2 5
Pt 0.55 0.34 0.25
P -1.36 -0.52 -1.31
F 4.85 -4.86 -0.61
F 0.18 3.75 -3.88
F 2.07 5.50 -0.01
F 2.77 -4.17 0.84
F 2.54 -0.07 -1.58
F 4.66 -0.81 -2.98
O -2.09 0.87 -1.14
O -0.80 -0.47 -2.79
O -2.49 -1.63 -1.52
N -0.47 -0.42 2.17
N 2.24 1.60 1.50
N 1.48 -1.62 0.39
C -4.48 1.31 -1.40
C 3.19 -3.33 -0.10
C -1.40 -1.71 -4.79
C -1.79 1.71 2.24
C -0.48 -1.65 -3.59
C 1.51 4.46 -0.64
C 4.28 -3.69 -0.85
C 3.11 -1.25 -1.31
C 2.54 -2.07 -0.29
C -4.53 -2.86 -1.25
C 2.57 3.85 2.19
C 0.83 -2.44 1.42
C 3.01 1.19 2.50
C 1.10 4.67 -1.94
C 0.27 -0.17 3.43
C 0.81 2.20 -0.72
C 2.07 2.92 1.29
C 4.80 -2.86 -1.83
C 0.42 2.34 -2.04
C -3.29 -2.35 -0.55
C -0.45 -0.62 4.70
C 4.20 -1.63 -2.05
C 1.41 3.23 0.01
C 3.61 2.06 3.40
C 3.33 3.41 3.26
C -3.12 1.39 -2.05
C -0.52 -1.86 1.84
C 0.57 3.59 -2.62
C -1.83 0.19 2.20
H 1.22 -0.68 3.35
H 2.37 4.90 2.06
H -1.21 2.11 1.40
H -2.36 -0.14 1.31
H 0.64 -3.45 1.05
H -5.22 -2.05 -1.49
H 5.66 -3.17 -2.41
H -3.56 -1.69 0.27
H -4.26 -3.37 -2.18
H -2.83 2.42 -2.24
H -3.08 0.83 -2.98
H -1.33 -0.79 -5.37
H 4.25 1.69 4.18
H -5.20 1.84 -2.02
H 3.18 0.12 2.58
H -0.02 1.55 -2.63
H -1.37 2.09 3.17
H -2.80 2.09 2.15
H 0.26 -0.54 5.53
H -4.47 1.78 -0.41
H 0.47 0.89 3.49
H -0.79 -1.65 4.66
H -4.81 0.27 -1.30
H 3.74 4.13 3.96
H -1.30 0.02 4.94
H 0.56 -1.53 -3.90
H 1.22 5.63 -2.41
H 1.51 -2.54 2.27
H -5.04 -3.57 -0.61
H -2.37 -0.19 3.07
H -0.57 -2.54 -2.98
H -1.23 -1.99 1.03
H -2.70 -3.18 -0.17
H -2.43 -1.84 -4.47
H -1.12 -2.54 -5.42
H -0.89 -2.44 2.69
*
```



C28H23FN3O3Tc as an isolated structure, computed with wB97M-V/def2-TZVPD.

Properties
E_LUMO (alpha / beta): -3.9 / -3.9 eV
HOMO (alpha / beta): -9.882 / -9.846 eV

```
! RIJCOSX wB97M-V def2-TZVPD def2/J DEFGRID3
* xyz 1 2
Tc -0.44 0.28 0.52
F 3.12 1.24 -5.13
O -0.13 1.98 -0.58
O -2.30 0.52 -0.14
O 1.53 -0.50 -0.20
N -0.11 -1.44 1.48
N 0.87 -2.26 1.10
N -1.52 0.45 2.38
C -3.08 3.91 -1.24
C -2.94 1.63 -0.38
C 2.85 -3.99 0.18
C -2.31 2.77 -0.96
C -3.23 1.40 3.73
C -3.52 0.15 4.28
C -0.32 3.56 -2.34
C 1.95 -0.09 -1.46
C 2.98 1.60 -2.81
C 2.59 1.14 -1.57
C -2.77 -0.94 3.90
C 5.14 -2.86 -0.89
C 1.72 -1.83 0.23
C -2.24 1.49 2.77
C -1.73 -0.77 2.97
C 4.03 -2.06 -0.66
C -0.63 -3.09 3.25
C 1.67 -0.86 -2.58
C -4.32 1.71 -0.09
C -5.02 2.87 -0.30
C 2.87 -2.62 -0.12
C 5.11 -4.21 -0.59
C 2.07 -0.41 -3.83
C 2.72 0.81 -3.92
C -4.40 3.98 -0.89
C -0.83 -1.79 2.55
C 3.97 -4.77 -0.05
C -0.89 2.72 -1.24
H 4.09 -1.01 -0.87
H 1.15 -1.80 -2.48
H 3.48 2.54 -2.93
H -4.97 4.88 -1.06
H -1.45 -3.78 3.05
H -1.00 3.58 -3.20
H -2.97 -1.92 4.29
H 2.76 1.73 -0.68
H 5.99 -4.82 -0.77
H -4.80 0.84 0.33
H 0.29 -3.54 2.88
H 1.96 -4.42 0.59
H -2.01 2.43 2.30
H 3.96 -5.82 0.21
H -0.16 4.59 -2.01
H 6.03 -2.41 -1.30
H -6.06 2.92 -0.01
H 0.64 3.15 -2.65
H -2.59 4.76 -1.68
H -4.32 0.03 4.99
H -0.56 -2.95 4.33
H -3.77 2.28 4.04
H 1.87 -0.98 -4.72
*
```



C20H19F3N2O3PtSSe2Te as an isolated structure, computed with wB97M-V/def2-TZVPD.

Properties
E_LUMO: -1.3 eV
HOMO: -7.331 eV
Energy above the lowest of the compared OMol25 structures with the same formula, charge and spin: 0.6584 eV

```
! RIJCOSX wB97M-V def2-TZVPD def2/J DEFGRID3
* xyz 0 1
Pt -0.08 -0.71 -0.10
Te 1.32 1.37 0.19
Se -2.40 -2.22 0.26
Se -1.63 -3.69 -1.34
S 2.58 -2.55 -0.10
F 3.51 -4.66 -1.38
F 4.93 -3.76 -0.02
F 3.29 -4.95 0.75
O 1.24 -3.14 -0.06
O 2.89 -1.84 -1.31
O 2.99 -1.92 1.14
N -0.28 -1.28 -2.19
N -0.28 -1.35 1.74
C 0.49 -0.59 -3.05
C 0.87 -2.39 3.53
C 3.64 -4.06 -0.19
C -0.98 -3.50 2.48
C -0.70 3.52 -0.79
C -1.70 4.48 -0.64
C 1.10 -1.17 -4.14
C 0.12 -3.25 -3.47
C -0.46 -2.59 -2.41
C -0.14 3.30 -2.17
C -1.91 3.98 1.67
C -0.57 2.23 2.82
C -0.92 3.01 1.58
C 0.04 -3.49 3.43
C -0.29 2.78 0.34
C -3.38 5.78 0.71
C -1.10 -2.41 1.66
C -2.31 4.73 0.57
C 0.93 -2.53 -4.34
C 0.69 -1.33 2.66
H 0.18 -4.34 4.08
H 1.73 -0.58 -4.78
H -1.65 -4.34 2.37
H -0.05 -4.31 -3.61
H -2.01 5.04 -1.52
H -0.44 4.11 -2.83
H -0.51 2.36 -2.58
H 1.35 -0.47 2.64
H 1.42 -3.03 -5.16
H -2.40 4.15 2.63
H 0.62 0.46 -2.82
H -3.03 6.60 1.34
H 0.43 2.48 3.18
H -4.28 5.37 1.17
H -3.65 6.19 -0.26
H 0.95 3.25 -2.17
H -0.60 1.16 2.63
H 1.69 -2.36 4.24
H -1.28 2.45 3.62
*
```



| no. | E_tot (eV) |
| --- | --- |
| 1 | -87296.556 |
| 2 | -114301.052 |
| 3 | -10558.069 |
| 4 | -70093.591 |
| 5 | -44931.200 |
| 6 | -190390.968 |